Entry 1:
A cluster of 11 separate species, C18H33N11O8 in total. Source: the Open Molecules 2025 dataset; level of theory: wB97M-V/def2-TZVPD.

SMILES: C[N+](=O)[O-].C[N+](=O)[O-].C[N+](=O)[O-].C[N+](=O)[O-].CC#N.CC#N.CC#N.CC#N.CC#N.CC#N.CC#N
Charge: 0
2S+1: 1
HOMO: -11.057 eV
Frontier orbital gap: 10.53 eV

Atoms and positions in Å:
C 2.45432 4.39097 -1.04566
N 1.97483 3.26347 -0.19149
O 0.80685 3.01378 -0.16063
O 2.78631 2.68890 0.55111
H 1.85117 4.42984 -1.95274
H 3.45394 4.11573 -1.38197
H 2.62072 5.29002 -0.45226
C -0.83557 -3.27787 3.34721
N -1.15478 -3.94793 2.02859
O -1.23706 -5.16009 2.07781
O -1.20194 -3.26011 0.98281
H -1.29011 -2.29392 3.23173
H 0.24626 -3.20208 3.45668
H -1.09112 -3.94323 4.17189
C 4.77957 -0.32223 0.58224
N 4.73279 0.42091 -0.76500
O 3.64204 0.52320 -1.35847
O 5.80345 0.88017 -1.17370
H 4.59435 0.41960 1.35908
H 5.72656 -0.86142 0.60655
H 3.95993 -1.03916 0.53432
C -3.88103 2.41279 0.50340
N -3.68920 2.69205 -0.95877
O -3.77054 1.73602 -1.72732
O -3.62295 3.86147 -1.33599
H -3.70099 3.38800 0.95577
H -3.22374 1.59081 0.78699
H -4.91975 2.18856 0.74606
C -3.14694 0.78155 3.85196
C -3.91632 0.07275 2.80932
N -4.51802 -0.43650 1.99664
H -3.67305 0.97979 4.78578
H -2.86233 1.75776 3.45939
H -2.26330 0.16677 4.02326
C -2.54546 0.67499 -4.74537
C -1.58792 -0.25669 -4.20066
N -0.77589 -0.99300 -3.84470
H -3.42715 0.09277 -5.01325
H -2.23836 1.03673 -5.72666
H -2.79767 1.53199 -4.12084
C 2.56929 -3.65828 0.78404
C 2.74313 -4.03976 2.19619
N 2.86445 -4.32528 3.32491
H 3.45910 -3.08094 0.53303
H 1.66454 -3.06830 0.63758
H 2.40794 -4.56186 0.19615
C 1.45251 0.56190 4.37397
C 1.91805 -0.24260 3.26916
N 2.35465 -0.82246 2.34637
H 2.21624 0.53296 5.15113
H 0.46549 0.22041 4.68586
H 1.31976 1.59736 4.06045
C 2.03554 0.31107 -4.60503
C 1.46621 0.70707 -5.89999
N 0.91057 1.08509 -6.88796
H 1.93566 -0.76146 -4.43833
H 1.62430 0.90445 -3.78840
H 3.06715 0.66305 -4.60402
C 0.62726 0.05095 -0.61450
C -0.19927 0.08498 0.63207
N -0.81360 0.12267 1.62406
H 0.09611 -0.60185 -1.30720
H 1.57308 -0.46636 -0.45355
H 0.74205 1.05544 -1.02185
C -2.99592 -1.21073 -0.90326
C -4.23567 -1.28806 -1.75834
N -5.16375 -1.38042 -2.39752
H -3.37760 -1.61235 0.03543
H -2.53969 -0.27292 -0.58627
H -2.24933 -1.91127 -1.27734

These are the Mulliken partial charges, in e, on atoms 1 to 5: C -0.875; N 0.940; O -0.505; O -0.527; H 0.339

---

Entry 2:
A structure of composition C20H41ClF6GeHgN5O13S2. Source: the Open Molecules 2025 dataset; level of theory: wB97M-V/def2-TZVPD.

Charge: -1
Energy relative to the best compared isomer or geometry (same formula, charge and spin): 1.3 kcal/mol
2S+1: 1
HOMO: -5.735 eV
Frontier orbital gap: 8.16 eV

Atoms and positions in Å:
Hg 0.43881 0.25596 -0.69890
C 0.28239 -5.28352 0.80443
C 0.69612 -3.93968 1.40685
C 2.11117 -4.03833 1.97710
C -0.26782 -3.54662 2.52434
O 0.59518 -2.92955 0.41525
Ge 1.79533 -2.76532 -1.01662
O 2.28113 -0.92567 -0.49311
C 3.52140 -0.42405 0.03665
C 3.90104 0.82226 -0.74805
C 3.31587 -0.09156 1.50796
C 4.60294 -1.48908 -0.11101
O 0.43616 -1.96598 -2.00022
C 0.16029 -2.13364 -3.39233
C -1.32905 -2.44530 -3.51569
C 0.97153 -3.28008 -3.99370
C 0.49114 -0.83353 -4.11693
H 0.28597 -6.07613 1.55704
H 0.96993 -5.56540 0.00366
H -0.72098 -5.20348 0.38220
H 2.14973 -4.78173 2.77691
H 2.41658 -3.07692 2.39049
H 2.82607 -4.33421 1.20610
H -0.25010 -4.27880 3.33527
H -1.28741 -3.48876 2.13575
H 0.00565 -2.57094 2.93139
H 3.15792 1.60978 -0.61573
H 3.97174 0.59414 -1.81259
H 4.86159 1.21158 -0.40361
H 2.56082 0.68469 1.61645
H 4.23571 0.28850 1.95706
H 2.99231 -0.97161 2.06253
H 4.74290 -1.76066 -1.15837
H 4.34979 -2.39105 0.44925
H 5.54657 -1.10008 0.27648
H -1.56734 -3.34760 -2.94816
H -1.61006 -2.60261 -4.55992
H -1.92249 -1.61722 -3.12725
H 0.76652 -4.22121 -3.47781
H 2.04293 -3.08164 -3.92992
H 0.70883 -3.40064 -5.04695
H -0.10169 -0.00951 -3.71943
H 0.28248 -0.92298 -5.18617
H 1.54729 -0.58665 -3.98941
N -1.28248 -0.79116 0.46414
C -2.60337 -0.58400 -0.12178
C -3.54566 0.10235 0.87749
C -3.08590 1.50100 1.33697
C -3.93032 2.64272 0.77539
N -3.88674 2.76348 -0.67766
C -2.85599 3.29887 -1.34973
N -1.95934 4.06835 -0.73880
N -2.79848 3.11402 -2.67195
C -2.56497 0.22365 -1.43631
O -3.65223 0.34182 -2.03958
O -1.48838 0.77261 -1.80065
H -0.91297 -1.73949 0.36132
H -1.22099 -0.52116 1.43997
H -3.04288 -1.54661 -0.39575
H -3.63352 -0.55432 1.74624
H -4.53762 0.15293 0.42284
H -2.03761 1.66467 1.08060
H -3.13108 1.56781 2.42536
H -3.64429 3.59685 1.22233
H -4.97926 2.49330 1.03882
H -4.32885 2.00298 -1.18625
H -1.91695 4.03940 0.26529
H -1.06105 4.22385 -1.20343
H -3.22116 2.23710 -2.96771
H -1.88565 3.26865 -3.10023
F -1.11671 4.41941 2.32314
C 0.19424 4.59253 2.06084
F 0.28945 5.30392 0.94031
F 0.72972 5.28051 3.06131
S 1.01744 2.95832 1.83844
O 0.13357 2.26539 0.92045
O 2.33225 3.28502 1.39179
N 1.02237 2.42114 3.30480
S 0.29608 1.18000 3.93366
O 1.18293 0.45128 4.78335
O -0.56572 0.44721 3.04551
C -0.86952 2.00167 5.09981
F -0.22603 2.79134 5.95738
F -1.53280 1.07174 5.79323
F -1.76574 2.74335 4.43811
O -0.11427 3.23832 -3.76119
Cl 1.03173 3.29824 -2.87749
O 2.17198 3.78998 -3.57811
O 0.71521 4.17077 -1.76178
O 1.31667 1.96501 -2.37178

These are the Mulliken partial charges, in e, on atoms 1 to 5: Hg 4.479; C -1.849; C 1.638; C -1.520; C -1.612

---

Entry 3:
A cluster of 9 separate species, C50H53F10NO3 in total. Source: the Open Molecules 2025 dataset; level of theory: wB97M-V/def2-TZVPD.

SMILES: CCO[C@@H](O)C(F)(F)F.COC[C@H](C)N.Fc1ccccc1.Fc1ccccc1.Fc1ccccc1.Fc1ccccc1.Fc1ccccc1.Fc1ccccc1.Fc1ccccc1
Charge: 0
2S+1: 1
HOMO: -9.135 eV
Frontier orbital gap: 9.74 eV

Atoms and positions in Å:
C 9.47656 17.80796 10.61620
C 10.18610 18.70542 11.66400
C 9.10636 19.63381 12.26517
O 9.49735 20.50476 13.23257
C 8.58173 21.48929 13.50023
N 10.71029 17.88773 12.77568
H 11.25617 18.52312 13.43243
H 10.00067 17.57340 13.39648
H 12.06774 17.09250 12.59700
H 9.24391 18.29157 9.71664
H 8.56709 17.40553 11.10746
H 10.15162 16.94573 10.49862
H 11.01435 19.27693 11.22559
H 8.28895 19.01191 12.72604
H 8.54858 20.14715 11.46411
H 8.85636 21.94042 14.39596
H 7.53746 21.10344 13.48964
H 8.45170 22.22117 12.71285
C 13.17334 15.35995 12.29570
O 12.29152 14.34472 12.68896
O 12.91307 16.58508 12.88133
C 14.67528 15.01816 12.60696
F 14.90604 13.77110 12.56390
F 15.45474 15.62078 11.59298
F 15.12676 15.48714 13.75691
C 10.92934 14.47571 12.13384
C 10.00391 13.72531 13.06204
H 10.00230 14.16134 14.02822
H 8.93670 13.70724 12.70808
H 10.28350 12.67008 13.19096
H 10.92688 14.03638 11.07274
H 10.61546 15.54539 12.08544
H 13.25991 15.51153 11.15962
F 14.68649 18.80299 10.92350
C 15.96044 18.60422 11.12429
C 16.79982 18.19874 10.14380
C 18.17409 18.01293 10.43126
C 18.66820 18.40352 11.68285
C 17.77706 18.88889 12.64570
C 16.42493 18.93402 12.37054
H 16.48481 17.83926 9.14673
H 18.83314 17.75449 9.66912
H 19.73487 18.46032 11.87513
H 18.19172 19.15852 13.62725
H 15.80980 19.14244 13.17078
F 10.91625 20.72498 9.49082
C 11.31442 19.65088 8.71118
C 10.58896 19.41898 7.55248
C 11.07095 18.43289 6.68716
C 12.13877 17.58712 7.05552
C 12.77708 17.84057 8.24446
C 12.42504 18.88763 9.10214
H 9.72060 20.11411 7.34818
H 10.60183 18.24111 5.73420
H 12.38323 16.73012 6.44578
H 13.53807 17.23784 8.62840
H 12.91455 19.13634 10.01007
F 11.74834 20.43169 14.85685
C 13.01392 20.41250 15.32450
C 13.77187 19.27966 15.11418
C 15.09698 19.33048 15.53935
C 15.64363 20.47217 16.08646
C 14.83718 21.55722 16.29364
C 13.48920 21.59030 15.88476
H 13.35456 18.32913 14.80984
H 15.68130 18.39340 15.42743
H 16.68879 20.52019 16.38134
H 15.23718 22.48224 16.70709
H 12.87872 22.40902 16.12726
F 17.82275 17.87259 16.24480
C 18.38932 16.67829 15.98472
C 18.98162 15.95100 17.03964
C 19.59780 14.75542 16.76143
C 19.59788 14.29139 15.43629
C 18.99620 15.00552 14.44092
C 18.37025 16.21283 14.71392
H 19.02614 16.25472 18.05402
H 20.16998 14.16909 17.47615
H 19.96414 13.31039 15.31753
H 18.95037 14.62236 13.40451
H 17.86028 16.80314 13.96557
F 9.80751 10.52803 7.35105
C 10.82962 10.71655 8.23377
C 12.16323 10.41448 7.86515
C 13.08994 10.45269 8.85708
C 12.85159 10.96966 10.11778
C 11.55309 11.30581 10.42095
C 10.49438 11.20149 9.50867
H 12.40655 10.06255 6.90538
H 14.04119 10.01642 8.46358
H 13.62078 11.01654 10.85634
H 11.26445 11.62383 11.42343
H 9.52560 11.58384 9.74359
F 10.13563 10.97839 15.88889
C 11.23692 10.65312 15.08755
C 12.28016 11.57038 15.06494
C 13.42449 11.24853 14.27348
C 13.47155 10.08876 13.56666
C 12.39739 9.17582 13.64729
C 11.22168 9.50477 14.39544
H 12.14186 12.51668 15.58972
H 14.17118 11.97254 14.07251
H 14.31253 9.97012 12.91977
H 12.35497 8.21012 13.15797
H 10.41402 8.80844 14.47389
F 6.67732 18.00553 14.51539
C 7.83810 17.83124 15.20195
C 8.55966 16.71035 14.95134
C 9.79132 16.50892 15.62464
C 10.16069 17.48051 16.52245
C 9.39995 18.60412 16.72015
C 8.16877 18.81185 16.12094
H 8.33399 16.02332 14.13493
H 10.37440 15.58907 15.53508
H 11.05162 17.37405 17.09892
H 9.73019 19.35102 17.42293
H 7.57144 19.65112 16.30484

These are the Mulliken partial charges, in e, on atoms 1 to 5: C -1.905; C 1.178; C -1.287; O -0.003; C -1.041

---

Q: What is the HOMO in the first record?
A: -11.057 eV

---

Q: What is the 2S+1 in the third record?
A: 1